23
Properties=species:S:1:pos:R:3:forces:R:3 method="wB97M-V/def2-TZVPD" homo_lumo_gap_ev=4.8412 homo_energy_ev=-14.73 charge=+1 de_lowest_ev=9.380 lumo_ev=-9.9
C -0.371 1.853 -0.440 -0.7 1.2 0.5
C 0.665 0.745 -0.898 0.7 -2.1 -0.8
N 0.461 -0.477 -0.333 -1.9 1.4 2.3
H -0.043 2.840 -0.735 0.4 0.1 -0.1
H -0.645 1.819 0.600 0.5 -0.2 0.5
H -1.269 1.551 -0.984 -0.1 -0.4 -0.3
H 1.638 1.119 -0.488 -0.1 0.5 0.3
H 0.738 0.600 -1.952 -0.2 0.6 -0.8
H 0.313 -0.434 0.693 0.7 -0.4 0.1
H -0.298 -1.136 -0.666 0.7 -0.4 -1.4
H 2.071 0.064 2.940 0.0 0.0 0.0
H -3.300 0.328 0.724 0.1 0.5 -0.3
H -1.602 -0.878 1.207 -0.5 0.1 0.6
O -2.403 0.263 0.353 -0.2 -0.3 0.3
H 2.742 -0.140 3.180 0.0 0.0 0.0
H -1.391 -1.984 2.340 -0.1 0.0 0.0
O -0.944 -1.352 1.771 0.6 0.0 -0.3
H 3.966 -1.041 -0.875 -0.2 0.1 0.0
H 2.402 -0.954 -0.811 0.5 -0.5 -0.1
O 3.216 -0.444 -0.748 -0.1 0.3 0.1
H -2.138 -0.347 -0.918 -0.4 0.0 -0.1
H -2.200 -1.240 -2.273 0.0 -0.3 0.2
O -1.606 -0.754 -1.689 0.2 0.1 -0.3